Record 1
107
Properties=species:S:1:pos:R:3:lowdin_charge:R:1 method="wB97M-V/def2-TZVPD" energy_ev=-181996.5956 e_homo_ev="0.45 / 0.38" max_force_ev_per_a=13.61 total_charge=-2
Pb 1.37207 -19.02254 -13.29101 1.3387
O 3.29185 -23.36833 -13.73084 -0.0614
C 2.92929 -22.20647 -13.40492 -0.5414
N 1.88197 -21.55862 -13.81972 -0.0019
C 0.81638 -22.11695 -14.65442 -0.3007
C 0.66912 -23.46292 -14.57136 -0.0634
C -0.31976 -24.01922 -15.45173 -0.1196
C -1.21721 -23.12649 -16.15588 -0.1091
C -0.91872 -21.81129 -16.13170 -0.0412
C 0.15355 -21.23417 -15.40629 -0.2698
N 0.32519 -19.82331 -15.36840 -0.0328
C 0.25991 -19.05683 -16.55616 -0.4659
O -0.22199 -19.36895 -17.64431 -0.0044
C 0.68956 -17.60002 -16.46810 -0.1623
C 0.38765 -16.83070 -17.64550 0.0187
C 0.70624 -15.43370 -17.39773 -0.1299
C 1.04510 -14.97787 -16.13896 -0.1566
C 1.20741 -15.77855 -15.10974 -0.1391
N 1.13664 -17.22143 -15.17492 0.0402
C 3.90895 -21.27934 -12.70301 -0.1192
C 5.32248 -21.69614 -12.58264 0.0095
C 6.17902 -20.94453 -11.85840 -0.0696
C 5.81499 -19.70925 -11.19406 -0.0157
C 4.37909 -19.42800 -11.24369 -0.1587
N 3.53420 -20.20407 -11.90672 -0.0012
H 1.32384 -24.71388 -14.21100 0.2319
H -0.78096 -25.06623 -15.27852 0.0951
H -1.94990 -23.46126 -16.68295 0.0224
H -1.56312 -21.15656 -16.64972 0.0924
H 0.13716 -17.33056 -18.47218 0.0536
H 0.70970 -14.82525 -18.51964 0.1560
H 1.27221 -13.26851 -16.12972 0.2084
H 1.81961 -15.75374 -14.26507 0.0620
H 5.39451 -22.64990 -13.00955 0.0816
H 7.06093 -21.29801 -11.69895 0.0303
H 6.40200 -19.19325 -10.61479 0.0162
H 4.05992 -18.29985 -10.42073 0.1979
S 1.96230 -13.57019 -9.99160 0.9416
C 2.42284 -11.98190 -9.39660 -0.4774
C 3.45733 -11.40938 -10.10027 -0.1956
C 4.11487 -12.40425 -10.94629 -0.1200
C 3.39708 -13.55833 -11.04248 -0.3947
C 3.79805 -14.88778 -11.86688 -0.2890
C 2.92555 -15.84083 -11.93792 -0.1282
N 3.11380 -17.04834 -12.94095 -0.0829
C 4.17358 -16.87081 -13.71586 -0.2560
C 5.07941 -15.68900 -13.82619 -0.1612
C 5.98350 -15.45295 -14.92991 -0.0888
C 6.10185 -16.31540 -15.97227 -0.1031
C 5.32722 -17.51390 -15.93933 -0.2328
C 5.29162 -18.42362 -16.97305 -0.0234
C 4.17272 -19.52293 -17.00584 -0.2413
C 3.52333 -19.74295 -15.97802 -0.1289
N 3.45099 -18.82450 -14.80136 -0.0177
C 4.32057 -17.74679 -14.89817 -0.1795
C 4.27055 -20.67940 -18.04829 -0.5429
C 3.22942 -21.54258 -18.20598 -0.1110
C 3.66199 -22.48517 -19.15776 -0.2080
C 4.99066 -22.47891 -19.62521 -0.3485
S 5.70100 -21.15143 -18.70490 1.0094
C 4.79356 -14.73059 -12.81554 -0.0711
H 1.42845 -11.36998 -8.84240 0.1238
H 3.48075 -10.40334 -10.20840 0.0461
H 4.91876 -12.24396 -11.39483 0.0149
H 2.08392 -16.14169 -11.19979 0.1025
H 6.33534 -14.46193 -15.06432 0.0757
H 6.55467 -16.03149 -16.96782 0.1086
H 5.87788 -18.30733 -18.02033 0.1127
H 2.65574 -20.68368 -15.70635 0.1710
H 2.23369 -21.55683 -17.84655 0.1008
H 3.03918 -23.16326 -19.65163 0.0693
H 5.28178 -22.89066 -20.41828 -0.0452
H 5.28969 -13.90754 -13.25012 0.0738
S -4.77293 -15.71601 -9.99790 0.9562
C -5.24029 -17.12357 -8.99689 -0.4099
C -4.73354 -18.22250 -9.53105 -0.2043
C -3.99401 -18.10962 -10.79666 -0.2587
C -3.96119 -16.78325 -11.18002 -0.4393
C -3.26888 -16.26313 -12.36858 -0.2460
C -3.57449 -14.96192 -12.87971 -0.0401
C -2.99971 -14.57520 -14.08119 -0.0816
C -2.37150 -15.55048 -14.84712 -0.0678
C -2.08835 -16.75956 -14.30316 -0.1298
N -2.46536 -17.13021 -13.07439 0.1638
H -5.84614 -17.02645 -8.02974 0.0931
H -4.97310 -19.15849 -8.95841 0.1282
H -4.22956 -14.32344 -12.32396 0.0730
H -3.22064 -13.55501 -14.28459 0.0919
H -1.93814 -15.07258 -15.89416 0.1583
H -1.53938 -17.46680 -14.79104 0.0639
Br -1.22614 -17.67881 -9.33912 0.7301
C -0.98546 -19.35727 -10.37302 -0.5044
C 0.17866 -19.90471 -10.12414 -0.2009
C 0.64782 -21.11540 -10.82818 -0.0554
C -0.34943 -21.67562 -11.64721 -0.0274
C -1.65566 -21.05843 -11.86603 -0.1659
C -2.54068 -21.66110 -12.82970 -0.0255
C -3.77847 -21.13582 -13.05715 -0.0956
C -4.28265 -20.05539 -12.30125 -0.0411
C -3.39376 -19.31908 -11.49196 -0.1324
C -2.14431 -19.95772 -11.13912 -0.0938
H 0.77716 -19.53131 -9.45234 0.0339
H 1.57914 -21.37894 -10.70252 0.0313
H -0.03542 -22.62254 -12.20276 0.1217
H -2.05582 -22.59681 -13.24590 0.1268
H -4.51973 -21.49619 -13.86282 0.1253
H -5.39731 -19.88570 -12.36019 0.1284

---

Record 2
15
Properties=species:S:1:pos:R:3:lowdin_charge:R:1 method="wB97M-V/def2-TZVPD" e_above_lowest_kj_mol=294.0 energy_ev=-7724.5267 e_homo_ev=-9.14 max_force_ev_per_a=4.63 smiles="[H]/N=C/CN(C)N" total_charge=0
H 1.71060 -1.09792 -2.62392 0.0371
N 1.69818 -0.46272 -1.86738 0.1216
C 1.04373 -0.83535 -0.88049 -0.2915
C 0.85692 -0.09514 0.35804 -0.2432
N -0.53744 -0.07145 0.58180 -0.3114
C -1.15557 0.83955 -0.39360 -0.1031
N -1.09422 0.22315 1.84770 0.0600
H 0.54723 -1.81942 -0.75830 0.1313
H 1.15260 -0.73958 1.16277 0.1228
H 1.38594 0.81616 0.34769 0.1122
H -2.28115 0.59243 -0.58259 0.1081
H -1.18361 1.88901 -0.35181 0.0475
H -0.58869 0.63498 -1.36641 0.0826
H -1.12108 -0.67996 2.20112 0.0522
H -0.43343 0.80624 2.32537 0.0737

---

Record 3
77
Properties=species:S:1:pos:R:3:lowdin_charge:R:1 method="wB97M-V/def2-TZVPD" e_above_lowest_kj_mol=98.1 energy_ev=-70068.7780 e_homo_ev="-0.19 / 2.55" max_force_ev_per_a=3.41 total_charge=-2
Ca -0.63543 0.48311 0.94934 1.1679
N 3.57687 0.33156 1.39250 0.0913
N 1.25236 2.11488 0.48648 -0.2071
C -2.44601 0.29369 -1.39453 -0.2753
C -2.89031 0.96649 -0.22641 -0.3580
C -3.11327 -0.02489 0.78483 -0.3685
C -3.43419 0.23481 2.21009 -0.0972
H -3.95978 1.19613 2.33027 0.0658
H -2.53576 0.27685 2.87705 0.0318
H -4.06282 -0.58250 2.60278 0.0708
C -2.70492 -1.28129 0.25270 -0.3065
C -2.69770 -2.57676 0.96171 -0.0739
H -3.49414 -2.61623 1.71120 0.0683
H -1.75341 -2.75183 1.49230 0.0458
H -2.81307 -3.39618 0.24363 0.0681
C -2.26955 -1.07225 -1.08019 -0.2716
C -1.63973 -2.07726 -1.96547 -0.0630
H -1.28084 -2.94102 -1.39090 0.0678
H -0.76617 -1.65875 -2.49528 0.0707
H -2.34159 -2.44331 -2.73248 0.0739
C -2.90545 2.42952 -0.02077 -0.0909
H -3.58353 2.67742 0.79928 0.0621
H -3.23859 2.92625 -0.94263 0.0648
H -1.91556 2.86825 0.21819 0.0625
C -2.05748 0.90022 -2.68169 -0.0513
H -0.98997 0.70997 -2.87690 0.0655
H -2.21191 1.98493 -2.68120 0.0600
H -2.60746 0.49082 -3.54419 0.0774
C 4.29910 -0.65814 1.92602 -0.1714
H 4.76747 -1.39517 1.24840 0.0951
C 4.43055 -0.81850 3.33315 -0.1351
H 5.00370 -1.64917 3.72590 0.0654
C 3.81553 0.11042 4.18112 -0.1297
H 3.93824 0.07903 5.27112 0.0931
C 2.94685 1.02862 3.61932 -0.0855
H 2.39889 1.74459 4.22904 0.0944
C 2.69701 0.98647 2.20731 -0.3068
C 1.44896 1.61549 1.79420 -0.2783
H 0.99138 2.26544 2.54364 0.0859
C 1.26024 1.27752 -0.61808 -0.1311
C 1.11681 3.46605 0.08909 -0.0742
H 1.04723 4.25810 0.81061 0.0910
C 1.23593 3.47477 -1.24411 -0.1059
H 1.27218 4.29705 -1.94451 0.0663
N 1.32744 2.14462 -1.66444 -0.0115
C 1.43146 1.65645 -2.97598 -0.1451
C 0.80433 2.29642 -4.06687 -0.2137
C 0.77120 1.59566 -5.28320 -0.0660
H 0.28841 2.04202 -6.16168 0.0836
C 1.32481 0.31692 -5.39931 -0.2944
C 1.30002 -0.41674 -6.69753 -0.1131
H 0.78416 -1.37443 -6.56793 0.0733
H 2.32412 -0.62106 -7.03203 0.0727
H 0.78314 0.18827 -7.44287 0.0552
C 1.92010 -0.29827 -4.29360 -0.0225
H 2.32357 -1.31678 -4.37970 0.1141
C 2.03286 0.38226 -3.08227 -0.2047
C 2.76646 -0.20994 -1.93382 -0.0991
H 3.71951 0.30569 -1.73038 0.0873
H 2.98386 -1.26848 -2.12473 0.0702
H 2.14559 -0.10771 -0.95481 0.0404
C 0.11573 3.61541 -3.97843 -0.2827
H 0.82712 4.44809 -3.95340 0.0059
H -0.54460 3.68648 -3.10881 0.0478
H -0.50433 3.75318 -4.86946 0.0250
S -0.10998 -1.05759 3.10752 0.5579
C -0.67457 -2.23052 4.22017 -0.7561
N 0.27682 -2.99585 4.88066 -0.0285
C -0.04701 -3.98439 5.77201 -0.1644
C -1.37743 -4.24731 6.04328 -0.1568
C -2.37207 -3.50366 5.39957 -0.1701
C -2.01617 -2.47728 4.53485 -0.1563
H 1.25839 -2.79148 4.67973 0.1162
H 0.79613 -4.51373 6.22406 0.0898
H -1.63574 -5.02900 6.75265 0.0790
H -3.42727 -3.70775 5.56622 0.0726
H -2.74675 -1.82466 4.06863 0.0695

---

Record 4
15
Properties=species:S:1:pos:R:3:lowdin_charge:R:1 method="wB97M-V/def2-TZVPD" e_above_lowest_kj_mol=232.8 energy_ev=-9303.9807 e_homo_ev=-9.40 max_force_ev_per_a=1.63 smiles="C[C@@]1(C(N)=O)CN1" total_charge=0
C -1.01643 -1.21911 -0.08503 -0.0206
C -0.21168 0.05876 -0.04513 -0.5534
C 1.21759 -0.03596 0.36437 -0.5141
N 2.13291 -0.27420 -0.60458 0.1811
O 1.46828 0.08992 1.54577 0.0722
C -0.80614 1.15714 -0.80085 -0.0461
N -0.75862 1.10956 0.75014 0.0795
H -2.08619 -0.97041 -0.13116 0.0888
H -0.76970 -1.82719 -0.95836 0.0843
H -0.82406 -1.78474 0.82917 0.0907
H 1.85551 -0.13960 -1.56321 0.1046
H 3.10173 -0.17646 -0.34678 0.1106
H -0.21617 1.99650 -1.16377 0.1006
H -1.57703 0.86344 -1.53397 0.1074
H -1.38795 0.70941 1.46032 0.1145

---

Record 5
13
Properties=species:S:1:pos:R:3:lowdin_charge:R:1 method="wB97M-V/def2-TZVPD" e_above_lowest_kj_mol=46.9 energy_ev=-10962.6414 e_homo_ev=-8.59 max_force_ev_per_a=1.00 smiles="F/C=C/c1cc[nH]n1" total_charge=0
F -1.44927 -2.80177 -1.98748 0.0101
C -1.17860 -1.91658 -1.01481 -0.1385
C -0.25369 -0.97901 -1.16404 -0.0330
C 0.05958 -0.01501 -0.13638 -0.3319
C 1.02939 1.01145 -0.21338 -0.0328
C 0.95745 1.65772 0.99398 -0.1039
N 0.00035 1.02796 1.70757 -0.0342
N -0.55049 0.02019 1.04471 0.0766
H -1.78347 -2.06121 -0.13368 0.1150
H 0.30784 -0.90784 -2.08405 0.1161
H 1.67488 1.22939 -1.03855 0.0965
H 1.50065 2.49378 1.38513 0.1076
H -0.31463 1.24091 2.64097 0.1524

---

Record 6
22
Properties=species:S:1:pos:R:3:lowdin_charge:R:1 method="wB97M-V/def2-TZVPD" e_above_lowest_kj_mol=0.0 energy_ev=-22728.5166 e_homo_ev=-9.57 max_force_ev_per_a=0.77 smiles="O=C1C=CC(=O)C(CCC(F)=C(F)F)=C1" total_charge=0
O 2.05921 -2.18995 1.71030 0.1184
C 1.98354 -1.46137 0.74695 -0.3691
C 3.18442 -0.86572 0.08661 0.0215
C 3.09560 0.39930 -0.30424 0.0209
C 1.81055 1.11078 -0.06212 -0.3350
O 1.74440 2.26299 0.31267 0.1246
C 0.59821 0.25547 -0.25222 -0.1402
C -0.62056 0.86807 -0.86935 -0.1139
C -1.74585 1.13543 0.13970 -0.0943
C -2.40265 -0.10557 0.63254 -0.2384
F -2.09572 -0.54919 1.85657 0.0939
C -3.30525 -0.77695 -0.07557 -0.3211
F -3.96016 -1.83052 0.36603 0.1550
F -3.64949 -0.45881 -1.30996 0.1450
C 0.69705 -1.00831 0.15363 0.0664
H 4.07149 -1.45205 -0.06105 0.1189
H 3.89797 0.91928 -0.79594 0.1196
H -0.99628 0.19236 -1.62432 0.1224
H -0.33734 1.80652 -1.32537 0.1197
H -1.40380 1.73915 0.97028 0.1335
H -2.50684 1.71274 -0.37303 0.1219
H -0.11849 -1.70367 0.07788 0.1304